(1)
Molecular formula: C9H7BaBr2NO3Se
Method: DFT, ωB97M-V with the def2-TZVPD basis set

Calculated values
energy relative to the best compared isomer or geometry (same formula, charge and spin)	0.0	kJ/mol
LUMO energy	-0.10	eV

Atoms and positions in Å:
Ba -1.53327 -1.13367 -0.18731
Br -5.71571 -0.30250 0.80094
C -5.12976 -0.77421 2.56603
Br -3.50355 0.12994 3.05143
H -4.93821 -1.83846 2.58673
H -5.89302 -0.47583 3.26751
Se -3.28477 -3.30750 0.80736
C -2.51495 -4.36544 -0.47593
N -2.00826 -5.00881 -1.29876
O 1.84783 -1.07362 -0.78098
C 2.37080 0.20211 -0.80434
C 3.70474 0.48120 -1.03371
C 4.12528 1.80499 -1.04574
C 3.21789 2.83818 -0.85022
C 1.87830 2.54312 -0.62839
C 1.45755 1.22399 -0.60046
C 0.06000 0.78875 -0.31078
O -0.79947 0.77525 -1.23999
O -0.17550 0.31229 0.84717
H 2.54639 -1.72305 -0.92868
H 4.41015 -0.32699 -1.19458
H 5.17094 2.02563 -1.21407
H 3.54979 3.86782 -0.85916
H 1.15677 3.33681 -0.47407

For reference, the Löwdin charges in units of e are: number 1, Ba, carries 1.8423; number 2, Br, carries 0.5752; number 3, C, carries -1.0797; number 4, Br, carries 0.5893; number 5, H, carries -0.0501; number 6, H, carries -0.0008; number 7, Se, carries 0.2912; number 8, C, carries -0.9551; number 9, N, carries 0.0134; number 10, O, carries 0.0375; number 11, C, carries -0.2548; number 12, C, carries -0.0125; number 13, C, carries -0.0748; number 14, C, carries -0.0784; number 15, C, carries -0.0053; number 16, C, carries -0.0940; number 17, C, carries -0.7484; number 18, O, carries -0.2584; number 19, O, carries -0.3103; number 20, H, carries 0.1198; number 21, H, carries 0.1181; number 22, H, carries 0.1065; number 23, H, carries 0.1038; number 24, H, carries 0.1255

(2)
Molecular formula: C50H87BN5O18
Method: DFT, ωB97M-V with the def2-TZVPD basis set

Calculated values
total charge	+1
LUMO energy	-4.57	eV

Atoms and positions in Å:
C -2.82348 -4.10092 1.71371
C -4.09930 -3.20357 1.86240
C -3.72362 -1.92941 2.67812
C -2.96583 -0.89209 1.80362
C -1.41632 -1.01084 1.86406
C -0.82287 0.34808 1.36917
C 0.70516 0.29939 1.11327
C 1.12985 -0.34235 -0.23576
C 0.21188 -0.01056 -1.44269
C -0.88075 -1.09804 -1.73590
C -2.20942 -0.33173 -2.05505
C -3.26222 -1.20671 -2.79888
C -4.68962 -1.15857 -2.19124
C -5.07837 0.25108 -1.65926
C -6.56792 0.62588 -1.95351
N -7.30645 0.95944 -0.69850
B -8.15783 -0.17048 -0.13194
O -9.33882 -0.42879 -0.82931
N -7.75230 -0.97231 1.00793
C -7.39334 -2.30386 0.38467
C -8.98598 -1.23911 1.82372
C -7.20342 2.13300 -0.19461
N -6.40623 3.04797 -0.87745
C -5.52745 3.83842 -0.01669
O -4.15597 3.46505 -0.16844
C -3.50991 4.34943 -1.02950
C -2.36563 5.23046 -0.57423
O -3.85908 4.38322 -2.15824
N -7.89561 2.52443 0.98989
O -7.26901 2.04685 2.17145
C -8.16994 1.74894 3.07223
N -8.79165 1.25660 3.87816
H -3.06104 -5.16701 1.78481
H -2.15667 -3.86815 2.55568
H -2.29418 -3.87695 0.77656
H -4.37694 -2.86440 0.84863
H -4.94105 -3.76477 2.29160
H -3.14945 -2.24375 3.56391
H -4.66123 -1.46938 3.04338
H -3.30038 0.11720 2.10239
H -3.28580 -1.02928 0.75211
H -1.16310 -1.05662 2.93540
H -1.03251 -1.86454 1.29578
H -0.97791 1.04435 2.21570
H -1.38644 0.77322 0.52549
H 1.11830 1.30370 1.27788
H 1.13737 -0.33140 1.91106
H 1.26861 -1.43199 -0.16552
H 2.12763 0.06708 -0.47820
H 0.81779 0.09668 -2.35963
H -0.27798 0.96794 -1.30126
H -1.04750 -1.66342 -0.80690
H -0.58439 -1.74515 -2.57222
H -2.55536 0.07443 -1.09658
H -1.90607 0.47300 -2.74735
H -3.27450 -0.95616 -3.87176
H -2.90601 -2.24963 -2.74843
H -5.39608 -1.47038 -2.98342
H -4.76003 -1.93663 -1.41584
H -4.40716 1.04003 -2.01763
H -4.98081 0.20105 -0.55877
H -7.04428 -0.28173 -2.36185
H -6.68237 1.39541 -2.72110
H -9.90087 0.35736 -0.73164
H -6.41132 -2.26180 -0.10157
H -8.17666 -2.66439 -0.30763
H -7.34698 -3.02432 1.21172
H -8.71862 -1.20543 2.88961
H -9.77659 -0.48650 1.67930
H -9.41056 -2.22864 1.60014
H -6.92998 3.61653 -1.53696
H -5.61045 4.88480 -0.35163
H -5.79421 3.83288 1.04759
H -1.40224 4.76602 -0.83909
H -2.33483 5.42480 0.50649
H -2.40951 6.19763 -1.09019
H -8.90006 2.36647 0.96713
O 5.04340 0.17938 2.91312
C 4.74642 1.25143 2.47178
O 3.46389 1.69112 2.38201
C 3.43281 2.96362 1.71090
C 4.82655 3.54039 1.88115
C 5.69086 2.28745 1.89972
H 3.17744 2.79617 0.66012
H 2.66994 3.59441 2.16334
H 5.09599 4.25224 1.10331
H 4.90222 4.05124 2.84261
H 5.98534 1.97982 0.89425
H 6.56563 2.40950 2.53291
O 8.20394 4.62076 2.58679
C 9.23629 4.02136 2.47650
O 10.26116 4.13858 3.35549
C 11.39279 3.37962 2.88961
C 10.81429 2.34530 1.94493
C 9.61900 3.07820 1.35422
H 12.08516 4.05844 2.38723
H 11.90054 2.92709 3.74046
H 11.52644 1.99637 1.20426
H 10.46617 1.47839 2.51242
H 9.89300 3.66603 0.47644
H 8.80056 2.40239 1.11784
O -1.88187 -6.56106 4.67279
C -3.04920 -6.78675 4.56530
O -3.88970 -6.02646 3.80862
C -5.24006 -6.48817 3.97234
C -5.11782 -7.92630 4.44703
C -3.82507 -7.89022 5.25186
H -5.73876 -5.84901 4.70575
H -5.76614 -6.41127 3.02150
H -5.98286 -8.26657 5.01433
H -4.99674 -8.59025 3.58878
H -3.99804 -7.60509 6.29079
H -3.28588 -8.83233 5.20191
O 1.59913 7.00481 2.13025
C 1.09822 6.50710 3.09431
O 1.26482 5.19994 3.43072
C 0.44831 4.88380 4.57162
C 0.18717 6.21427 5.25663
C 0.17061 7.18300 4.08172
H -0.47104 4.40854 4.21953
H 0.98118 4.18674 5.21528
H -0.72699 6.22054 5.84844
H 1.01851 6.45805 5.92056
H -0.82145 7.26521 3.63402
H 0.54552 8.16555 4.35559
O -1.33271 -3.58726 -6.13717
C -1.64368 -2.52842 -6.60100
O -2.93483 -2.11081 -6.70262
C -2.98072 -0.85239 -7.39801
C -1.59476 -0.25317 -7.23467
C -0.71246 -1.49306 -7.18886
H -3.23066 -1.04367 -8.44405
H -3.75588 -0.22528 -6.95964
H -1.33268 0.44678 -8.02641
H -1.53034 0.27828 -6.28184
H -0.40943 -1.81664 -8.18486
H 0.15896 -1.34974 -6.55672
O 2.82958 -1.61086 -9.63635
C 2.73974 -2.68919 -9.12639
O 2.04010 -2.91568 -7.98404
C 2.21138 -4.28331 -7.57013
C 2.61717 -5.03164 -8.82771
C 3.39355 -3.97043 -9.59773
H 2.98370 -4.31737 -6.79810
H 1.27737 -4.65330 -7.15069
H 3.18752 -5.93644 -8.62363
H 1.72701 -5.31600 -9.39268
H 4.44818 -3.95119 -9.31835
H 3.28830 -4.08668 -10.67319
O 13.90151 2.38494 0.80508
C 14.10606 1.38999 1.44080
O 13.29203 0.29784 1.42986
C 13.77088 -0.66541 2.38729
C 15.23743 -0.33637 2.59281
C 15.25754 1.17170 2.39816
H 13.18768 -0.55970 3.30536
H 13.62598 -1.66850 1.99131
H 15.61970 -0.66287 3.55863
H 15.83659 -0.81448 1.81543
H 15.04937 1.70590 3.32706
H 16.19300 1.51396 1.96363

Results of the Löwdin charge analysis, in e, for atoms 1 through 99: number 1, C, carries -0.0893; number 2, C, carries -0.2375; number 3, C, carries -0.2053; number 4, C, carries -0.2056; number 5, C, carries -0.1867; number 6, C, carries -0.2100; number 7, C, carries -0.1895; number 8, C, carries -0.1879; number 9, C, carries -0.2042; number 10, C, carries -0.1751; number 11, C, carries -0.2109; number 12, C, carries -0.1745; number 13, C, carries -0.1823; number 14, C, carries -0.1386; number 15, C, carries -0.0667; number 16, N, carries 0.1784; number 17, B, carries -0.5885; number 18, O, carries 0.1803; number 19, N, carries -0.0514; number 20, C, carries -0.0385; number 21, C, carries -0.0678; number 22, C, carries -0.2285; number 23, N, carries 0.1143; number 24, C, carries -0.1513; number 25, O, carries -0.0104; number 26, C, carries -0.5129; number 27, C, carries 0.0333; number 28, O, carries 0.1416; number 29, N, carries 0.0978; number 30, O, carries 0.0394; number 31, C, carries -0.3138; number 32, N, carries 0.2303; number 33, H, carries 0.0559; number 34, H, carries 0.0743; number 35, H, carries 0.0672; number 36, H, carries 0.0664; number 37, H, carries 0.0850; number 38, H, carries 0.1090; number 39, H, carries 0.0955; number 40, H, carries 0.1073; number 41, H, carries 0.0833; number 42, H, carries 0.1190; number 43, H, carries 0.0941; number 44, H, carries 0.1092; number 45, H, carries 0.0820; number 46, H, carries 0.0878; number 47, H, carries 0.1173; number 48, H, carries 0.1123; number 49, H, carries 0.1021; number 50, H, carries 0.1078; number 51, H, carries 0.0954; number 52, H, carries 0.0891; number 53, H, carries 0.1134; number 54, H, carries 0.0767; number 55, H, carries 0.1107; number 56, H, carries 0.1035; number 57, H, carries 0.1138; number 58, H, carries 0.1126; number 59, H, carries 0.0866; number 60, H, carries 0.1117; number 61, H, carries 0.1146; number 62, H, carries 0.1265; number 63, H, carries 0.1382; number 64, H, carries 0.1267; number 65, H, carries 0.0640; number 66, H, carries 0.1039; number 67, H, carries 0.0987; number 68, H, carries 0.0855; number 69, H, carries 0.0831; number 70, H, carries 0.0966; number 71, H, carries 0.1687; number 72, H, carries 0.1483; number 73, H, carries 0.1387; number 74, H, carries 0.1031; number 75, H, carries 0.0844; number 76, H, carries 0.0995; number 77, H, carries 0.1551; number 78, O, carries 0.1201; number 79, C, carries -0.4811; number 80, O, carries 0.0054; number 81, C, carries -0.1633; number 82, C, carries -0.1477; number 83, C, carries -0.0792; number 84, H, carries 0.1238; number 85, H, carries 0.1047; number 86, H, carries 0.1222; number 87, H, carries 0.1239; number 88, H, carries 0.1329; number 89, H, carries 0.1114; number 90, O, carries 0.1092; number 91, C, carries -0.4841; number 92, O, carries 0.0318; number 93, C, carries -0.1523; number 94, C, carries -0.1595; number 95, C, carries -0.0658; number 96, H, carries 0.1278; number 97, H, carries 0.1243; number 98, H, carries 0.0894; number 99, H, carries 0.1247

| no. | orbital gap (eV) |
| --- | --- |
| 1 | 8.10 |
| 2 | 6.36 |